Computed, not measured: C12H17N8RhS as an isolated structure, with ωB97M-V with the def2-TZVPD basis set.

Energy (eV): -38467.5935
LUMO energy (alpha / beta) (eV): -9.26 / -9.26
Spin multiplicity: 1
HOMO (alpha / beta) (eV): -15.51 / -15.51
Frontier orbital gap (alpha / beta) (eV): 6.25 / 6.25
Total charge: +2

Last column: Löwdin charge in e.
Positions of all 39 atoms, in Å:
1 Rh -1.75597 -1.05600 -0.30155  0.920
2 N -4.80779 -2.70699 -2.72136  0.154
3 C -4.12947 -2.05786 -1.78948  -0.721
4 S -2.53709 -1.36729 -2.28611  0.788
5 N -4.59148 -1.87707 -0.59047  0.050
6 N -3.71287 -1.15029 0.14392  -0.192
7 C -4.09903 -0.42481 1.12496  0.005
8 C -3.09953 0.52446 1.59841  -0.214
9 C -3.31050 1.44356 2.60301  0.042
10 C -2.33610 2.40528 2.84832  0.023
11 C -1.18941 2.42767 2.07146  0.009
12 C -1.02065 1.47345 1.08364  -0.058
13 N -1.94843 0.53394 0.86732  -0.040
14 H -4.45948 -2.83242 -3.65723  0.121
15 H -5.71411 -3.09063 -2.49282  0.143
16 H -5.12860 -0.43057 1.46350  0.160
17 H -4.23133 1.41718 3.16927  0.142
18 H -2.48291 3.13758 3.63087  0.139
19 H -0.42033 3.17111 2.22334  0.132
20 H -0.14060 1.44327 0.45665  0.094
21 C 3.36409 1.47740 0.64213  -0.073
22 C 4.15856 0.70314 -0.40452  -0.403
23 C 4.80334 -0.54653 0.18587  -0.062
24 C 3.31928 0.38771 -1.64330  -0.073
25 N 2.16392 -0.47898 -1.33451  -0.062
26 C 2.09470 -1.81993 -1.26525  -0.070
27 N 0.88035 -2.16165 -0.90485  0.088
28 N 0.24262 -0.99908 -0.76289  -0.230
29 N 0.99047 0.02277 -1.01713  0.105
30 H 4.02045 1.79146 1.45233  0.092
31 H 2.58336 0.85305 1.08805  0.066
32 H 2.90157 2.37133 0.21918  0.083
33 H 4.95171 1.35241 -0.78568  0.150
34 H 4.05926 -1.21542 0.62827  0.076
35 H 5.49146 -0.27327 0.98425  0.094
36 H 5.37354 -1.10204 -0.56086  0.089
37 H 3.90320 -0.14325 -2.39375  0.141
38 H 2.90350 1.28697 -2.09310  0.137
39 H 2.91033 -2.48964 -1.47988  0.156

---

Computed, not measured: C10H15ClI2N2O2PSm as an isolated structure, with ωB97M-V with the def2-TZVPD basis set.

Energy (eV): -73591.0921
LUMO energy (alpha / beta) (eV): -9.70 / -8.18
Spin multiplicity: 6
HOMO (alpha / beta) (eV): -14.92 / -14.92
Frontier orbital gap (alpha / beta) (eV): 5.21 / 6.74
Total charge: +2

Last column: Löwdin charge in e.
Positions of all 34 atoms, in Å:
1 I 3.63772 1.68020 2.60090  0.218
2 I 3.78943 -0.90686 2.75336  0.196
3 Sm 0.23797 -0.01385 -0.65301  1.335
4 P 3.48844 0.21520 -1.18672  0.670
5 C 5.20371 0.35573 -0.52690  -0.332
6 C 3.89596 -1.15726 -2.35498  -0.285
7 H 2.81992 1.59775 -3.07764  0.028
8 H 4.61261 1.51473 -2.91411  0.065
9 H 3.65254 2.54775 -1.79507  0.052
10 C 3.66040 1.61305 -2.37303  -0.288
11 H 3.07670 -1.27630 -3.07541  0.038
12 H 4.83387 -0.91498 -2.87653  0.063
13 H 5.91415 0.37172 -1.37182  0.068
14 H 5.42189 -0.49331 0.13475  0.005
15 H 4.01993 -2.07591 -1.76621  0.051
16 H 5.30278 1.27220 0.06930  -0.002
17 C 0.36908 0.34460 1.90575  -0.136
18 O 0.20540 0.45787 3.04001  0.113
19 Cl -0.14955 0.19856 -3.09713  -0.086
20 N -6.76090 0.37336 1.47734  0.188
21 C -5.77838 -0.41912 2.02845  -0.444
22 O -5.97006 -1.00537 3.09413  0.099
23 C -4.44978 -0.47825 1.31149  -0.049
24 C -4.06377 0.36975 0.26322  0.036
25 C -2.80783 0.24815 -0.31313  -0.110
26 N -1.84602 -0.58536 0.20455  -0.197
27 C -2.18513 -1.34959 1.29359  -0.093
28 C -3.47270 -1.37047 1.79952  0.060
29 H -7.67918 0.26005 1.88381  0.133
30 H -6.72559 0.63845 0.50761  0.099
31 H -4.70488 1.16063 -0.13157  0.136
32 H -2.51185 0.80786 -1.21520  0.099
33 H -1.36904 -1.92076 1.73634  0.125
34 H -3.66784 -2.06023 2.62433  0.149

---

Computed, not measured: a 8-piece molecular cluster, C33H50BBr2FO21 overall, with ωB97M-V with the def2-TZVPD basis set.

Energy (eV): -221509.7136
LUMO energy (eV): -0.25
Spin multiplicity: 1
HOMO (eV): -8.79
Frontier orbital gap (eV): 8.54

Last column: Löwdin charge in e.
Positions of all 108 atoms, in Å:
1 C -2.11433 1.14599 -3.38894  -0.091
2 C -2.51890 2.00059 -2.23009  -0.758
3 Br -3.58466 3.53743 -2.65240  0.701
4 C -2.16955 1.70681 -0.97124  -0.705
5 Br -2.68510 2.73640 0.53320  0.757
6 B -1.23727 0.48592 -0.67038  -0.110
7 C 0.33685 0.73573 -0.75255  -0.343
8 C 1.14010 -0.48057 -1.13239  -0.037
9 F 0.79980 1.23572 0.48106  -0.041
10 H -2.84331 0.35027 -3.49470  0.076
11 H -2.17391 1.72563 -4.29696  0.045
12 H -1.09178 0.78326 -3.32537  0.089
13 H -1.67578 -0.59500 -0.43546  0.094
14 H 0.51088 1.51891 -1.49175  0.120
15 H 0.81643 -1.35116 -0.56844  0.080
16 H 2.19942 -0.33345 -0.95501  0.066
17 H 1.02000 -0.71803 -2.18666  0.086
18 C 3.26433 2.03791 2.28076  -0.011
19 C 3.31879 1.01209 3.38180  -0.303
20 C 2.82181 1.46552 4.73176  -0.074
21 O 3.55424 0.59649 5.62183  0.056
22 C 4.71072 0.27292 5.00329  -0.570
23 O 5.62935 -0.28052 5.52512  0.136
24 O 4.68703 0.65837 3.71309  0.079
25 H 3.66946 2.99720 2.60708  0.098
26 H 3.85843 1.71034 1.43148  0.083
27 H 2.24129 2.18746 1.94988  0.074
28 H 2.81435 0.09543 3.06376  0.162
29 H 1.75161 1.34040 4.86914  0.141
30 H 3.10208 2.49709 4.95286  0.140
31 C -8.00111 -2.31840 -3.68324  -0.014
32 C -6.51281 -2.13257 -3.55445  -0.322
33 C -5.99946 -0.75507 -3.89660  -0.085
34 O -4.64600 -1.03383 -4.29472  0.036
35 C -4.62606 -2.29876 -4.79296  -0.565
36 O -3.71613 -2.77235 -5.38640  0.170
37 O -5.78971 -2.93274 -4.51513  0.085
38 H -8.36519 -1.91869 -4.63115  0.091
39 H -8.25831 -3.37656 -3.65938  0.088
40 H -8.52158 -1.81455 -2.86895  0.073
41 H -6.17733 -2.43529 -2.55835  0.160
42 H -6.01744 -0.06357 -3.05770  0.142
43 H -6.52233 -0.31117 -4.74626  0.140
44 C -0.90252 6.31478 -7.92916  -0.020
45 C -1.26841 4.87983 -7.64965  -0.328
46 C -2.08303 4.65096 -6.39693  -0.093
47 O -1.73284 3.29797 -6.06366  0.033
48 C -0.47832 3.07866 -6.54251  -0.556
49 O 0.18557 2.13490 -6.28632  0.167
50 O -0.10244 4.08811 -7.35963  0.089
51 H -0.51353 6.79985 -7.03318  0.090
52 H -0.12839 6.37015 -8.69318  0.089
53 H -1.77572 6.86704 -8.27453  0.091
54 H -1.75756 4.43473 -8.52019  0.159
55 H -3.15534 4.74421 -6.54548  0.140
56 H -1.77136 5.29638 -5.57291  0.138
57 C 4.88458 -0.81730 8.40799  -0.028
58 C 4.84994 -0.54057 9.88886  -0.321
59 C 6.19494 -0.51692 10.57450  -0.095
60 O 5.84951 -0.86824 11.92304  0.058
61 C 4.73376 -1.63981 11.86498  -0.569
62 O 4.29372 -2.25698 12.77664  0.165
63 O 4.20041 -1.60388 10.62011  0.083
64 H 5.52764 -1.66885 8.18386  0.093
65 H 3.88749 -1.05571 8.04174  0.091
66 H 5.25617 0.04458 7.86693  0.073
67 H 4.29461 0.38013 10.09048  0.159
68 H 6.68374 0.45345 10.54536  0.138
69 H 6.87199 -1.27961 10.18340  0.138
70 C 6.85766 -3.64726 3.16874  -0.015
71 C 6.99339 -2.77023 1.95066  -0.323
72 C 7.16937 -1.29855 2.23516  -0.080
73 O 6.64109 -0.70307 1.03646  0.066
74 C 5.71098 -1.55300 0.54509  -0.569
75 O 4.94109 -1.28545 -0.31831  0.151
76 O 5.77557 -2.74679 1.17694  0.088
77 H 6.14536 -3.22208 3.87698  0.087
78 H 6.49465 -4.63580 2.88986  0.088
79 H 7.82089 -3.75472 3.66601  0.092
80 H 7.78926 -3.14328 1.29960  0.157
81 H 8.20337 -1.00152 2.38941  0.142
82 H 6.56384 -0.96149 3.07797  0.113
83 C 3.04664 1.62792 -4.45377  -0.008
84 C 3.53331 2.50389 -3.33220  -0.319
85 C 4.37602 1.81631 -2.28892  -0.087
86 O 4.14269 2.63807 -1.13486  0.057
87 C 2.90844 3.18160 -1.26789  -0.576
88 O 2.32558 3.75517 -0.40887  0.163
89 O 2.43806 2.97835 -2.51956  0.075
90 H 2.62691 0.69794 -4.06740  0.086
91 H 2.26084 2.12554 -5.01920  0.066
92 H 3.86509 1.38299 -5.13002  0.095
93 H 4.04882 3.38211 -3.73159  0.158
94 H 5.43413 1.78702 -2.53099  0.142
95 H 4.02633 0.80689 -2.06818  0.120
96 C -10.21357 -5.92400 -0.37205  -0.021
97 C -9.66442 -4.62183 0.15292  -0.328
98 C -10.43883 -4.01005 1.29569  -0.091
99 O -10.12817 -2.61763 1.14818  0.068
100 C -9.87924 -2.39521 -0.16334  -0.564
101 O -9.77494 -1.32050 -0.65460  0.163
102 O -9.76525 -3.57177 -0.83325  0.072
103 H -11.29093 -5.85832 -0.52812  0.089
104 H -9.75935 -6.17263 -1.33019  0.089
105 H -10.01073 -6.73102 0.33102  0.092
106 H -8.60706 -4.73161 0.40882  0.160
107 H -10.13278 -4.36952 2.27449  0.140
108 H -11.51760 -4.13595 1.18031  0.140

---

Q: Which value of energy does entry 1 give?
A: -38467.5935 eV

---

Q: Look up the energy of the first one.
A: -38467.5935 eV